C7H10 | ωB97M-V/def2-TZVPD

Structure (XYZ):
```
17
Properties=species:S:1:pos:R:3:forces:R:3
C 2.452413 0.491460 -0.818624 -0.1 0.0 0.1
C 1.519371 1.036005 -0.043353 0.1 -0.1 -0.1
C 0.477561 0.299933 0.733195 0.1 0.1 0.1
C 0.101984 -1.133435 0.527684 0.1 -0.2 0.2
C -0.389047 -1.056737 -0.886173 0.0 0.0 -0.2
C -0.851034 -0.072845 0.135501 -0.2 0.1 0.0
C -2.231002 0.330443 0.542347 -0.1 0.0 0.0
H 3.138294 1.107396 -1.394153 -0.1 -0.1 0.1
H 2.552838 -0.587840 -0.910256 0.0 0.1 0.0
H 1.453400 2.122959 0.027427 0.0 -0.1 0.0
H 0.389710 0.641086 1.769913 0.0 0.0 -0.2
H 0.006369 -1.931559 1.253199 0.0 0.1 -0.1
H -1.127158 -1.806370 -1.174380 0.1 0.1 0.0
H 0.288634 -0.764433 -1.688774 -0.1 0.0 0.1
H -2.968968 -0.402404 0.198642 0.1 0.1 0.1
H -2.319173 0.429355 1.630449 0.0 0.0 -0.1
H -2.494198 1.296986 0.097363 0.0 -0.1 0.1
```
Forces are in eV/Å.

Properties
* strongest force on any atom: 0.2 eV/A
* structure (SMILES): C=C[C@@H]1[C@@H]2C[C@@]12C
* charge: 0
* electronic energy: -7418.45240 eV
* HOMO-LUMO gap: 10.15 eV
* energy above the lowest of the compared OMol25 structures with the same formula, charge and spin: 249.16 kJ/mol